A molecular structure, C31H60CoGeN7SbSi3 in a non-equilibrium geometry. Source: the Open Molecules 2025 dataset; level of theory: wB97M-V/def2-TZVPD.

## Properties
2S+1 = 5
DFT total energy = -6167.7243 Eh
LUMO (spin up / spin down) = -0.40209 / -0.39030 Eh
Energy above the lowest of the compared OMol25 structures with the same formula, charge and spin = 1.714 eV
Total charge = +3

Positions of all 104 atoms, in Å:
1 H -5.020 1.517 3.703
2 H 0.053 3.137 -0.230
3 H -1.498 2.545 -4.284
4 Co 0.052 -0.426 -0.232
5 H 4.008 -3.257 -3.005
6 H -0.700 -3.167 -2.152
7 H 1.698 -0.132 2.421
8 C -4.348 1.341 2.881
9 H 2.473 5.060 1.493
10 H -5.444 -0.790 0.518
11 H 5.006 5.140 0.341
12 H 3.538 -1.440 0.352
13 H 4.192 -0.150 1.427
14 C -2.398 0.449 -3.608
15 H -4.899 1.098 2.003
16 C -3.144 -3.033 -0.238
17 C 0.735 -2.822 1.309
18 C -2.828 -0.135 -4.769
19 H -3.945 -3.471 3.656
20 C 6.622 0.559 -1.679
21 H -1.803 1.123 5.283
22 H -0.054 3.568 -4.325
23 C -0.025 -2.375 -2.597
24 H 0.691 4.213 -1.514
25 N -0.282 -1.910 1.232
26 C 4.305 0.338 -0.626
27 H -1.087 3.974 -1.365
28 C -5.461 -1.681 1.142
29 C -3.587 1.221 -0.608
30 H -1.595 -2.269 4.279
31 Ge 1.820 0.473 0.965
32 H 4.144 -0.244 -1.543
33 H 6.016 1.301 0.254
34 C 3.350 4.463 1.697
35 H 3.123 3.303 -0.004
36 C -1.474 -0.181 -2.783
37 C 4.558 5.338 1.306
38 H -6.033 -2.426 0.596
39 H -4.445 1.270 0.075
40 C 5.842 0.448 -0.403
41 H 3.889 1.329 -0.839
42 H -3.689 0.508 -1.395
43 H -2.069 -3.392 -0.163
44 Sb -1.793 0.804 0.653
45 H -6.008 -1.500 2.105
46 H 1.141 2.888 1.434
47 C -0.088 3.479 -1.253
48 Si 0.070 2.018 -2.417
49 C -1.598 0.677 4.282
50 C 0.130 -3.393 3.607
51 H 4.291 6.401 1.340
52 H -2.429 -1.720 -6.279
53 C 3.241 3.101 1.042
54 H 3.048 -4.333 -3.921
55 N 2.093 -2.881 -2.994
56 H 6.221 1.370 -2.315
57 H -0.804 -2.826 -4.806
58 C 2.096 2.329 1.609
59 H 4.196 2.578 1.201
60 H 2.319 0.817 -2.801
61 C -2.224 -1.270 -5.320
62 Si -3.682 -2.337 1.403
63 H -4.840 -0.264 5.219
64 H -3.247 -2.380 -1.078
65 H 7.689 0.761 -1.547
66 H -1.190 1.477 3.636
67 H -4.841 -1.720 4.314
68 H 6.181 -0.437 0.200
69 C -0.421 2.549 -4.149
70 C -2.423 -1.054 2.006
71 N 0.804 -1.714 -1.681
72 C -0.942 -2.480 3.487
73 C 3.597 -0.323 0.500
74 H -0.829 -0.128 4.422
75 H 1.675 -4.341 2.461
76 C -1.344 -1.944 -4.476
77 Si -3.161 -0.073 3.427
78 H -3.810 2.289 2.691
79 C -3.890 -3.790 2.610
80 N 0.909 -3.001 -3.542
81 H -3.072 -4.537 2.545
82 H 2.228 2.252 2.679
83 H -3.511 2.261 -1.036
84 C -0.798 0.455 -1.674
85 H -4.855 -4.315 2.430
86 H 2.109 2.324 -3.769
87 H -3.697 -3.970 -0.384
88 H 5.368 5.205 2.028
89 H -3.644 -1.453 5.590
90 H 0.289 -3.949 4.531
91 H 1.481 -2.950 0.502
92 C -1.167 -1.822 2.245
93 C 1.919 1.830 -2.825
94 H 2.497 2.408 -2.095
95 H -2.823 1.407 -3.339
96 H 6.492 -0.374 -2.229
97 N -1.019 -1.501 -3.241
98 N 2.064 -2.033 -1.866
99 H -3.665 0.384 -5.237
100 C 0.924 -3.543 2.482
101 H 0.028 1.848 -4.900
102 N 3.218 -3.355 -3.614
103 H 3.374 4.349 2.792
104 C -4.168 -0.967 4.749

Atomic forces in eV per Å
H -0.3 0.1 0.3
H 0.0 0.3 0.2
H 0.0 0.4 -0.4
Co 0.2 -2.7 -0.4
H 0.5 0.0 0.3
H 0.9 0.3 0.1
H -0.8 -0.3 -0.6
C 1.8 -0.1 -0.2
H -0.6 -0.1 -0.2
H -0.3 0.2 0.1
H -0.2 -0.2 -0.4
H 0.0 1.1 0.3
H -0.9 0.0 0.0
C 0.1 -0.7 0.9
H -0.7 -0.2 -0.5
C 1.6 -1.4 0.7
C 0.0 0.2 1.3
C -0.8 -0.2 -1.4
H 0.1 0.0 -0.2
C -0.1 0.3 -0.8
H 0.0 -0.3 -0.8
H 0.1 -0.2 0.1
C -0.2 -1.4 -0.1
H -0.2 -0.2 0.2
N 1.1 -0.2 -1.1
C 0.9 0.2 -1.5
H 0.8 -0.3 0.3
C 0.6 0.3 1.0
C 0.3 2.1 1.2
H -0.8 0.0 1.0
Ge 2.9 0.8 3.3
H 0.0 0.1 0.0
H 0.1 0.1 0.0
C 0.4 0.8 0.8
H 0.0 -0.2 -0.8
C 1.3 -2.4 -0.7
C 0.3 0.0 0.6
H 0.1 -0.3 0.0
H 0.3 -0.4 -0.3
C -0.4 -0.6 1.4
H 0.3 -0.1 0.1
H -0.1 -0.7 -0.2
H -0.9 0.5 -0.1
Sb -2.5 -0.7 0.3
H 0.5 0.1 -0.9
H 0.8 -0.3 0.4
C -0.9 0.0 -0.3
Si 1.4 1.5 -0.6
C -0.2 -0.4 0.0
C -1.5 1.4 -0.2
H 0.0 -0.3 0.0
H -0.3 0.3 -0.1
C 1.0 0.4 0.0
H 0.2 0.9 0.2
N -3.1 1.8 0.8
H 0.2 -0.3 0.2
H -0.4 0.0 0.1
C -1.8 0.8 -1.1
H -0.2 0.0 -0.2
H 0.1 0.0 -0.3
C 0.2 -0.3 1.6
Si -2.1 -0.9 -0.4
H -0.1 0.5 0.1
H -0.2 0.4 -0.7
H -0.2 -0.2 0.1
H 0.1 -0.2 0.3
H 0.2 0.1 0.1
H -0.2 0.6 -0.6
C -0.7 -1.0 -0.3
C 0.6 0.9 -1.0
N 2.2 -0.1 0.7
C 1.6 -0.7 -1.8
C -0.2 -1.5 -0.1
H -0.5 0.9 -0.1
H -0.1 0.5 0.1
C -0.4 0.6 -0.7
Si 0.0 1.5 2.5
H -0.2 -0.3 0.1
C 0.4 -0.2 0.1
N 1.1 -0.5 0.4
H -0.5 0.4 0.0
H -0.2 -0.5 0.4
H 0.3 -1.1 0.4
C -0.3 0.8 -0.6
H 0.6 0.4 -0.2
H -0.1 -0.2 -0.3
H -0.2 0.3 -0.2
H 0.0 0.0 -0.1
H 0.1 0.1 -0.5
H 0.1 0.2 -0.3
H -0.9 0.4 0.4
C 0.0 0.3 0.9
C 0.0 -0.3 1.4
H 0.0 -0.2 0.1
H 0.1 -0.2 0.3
H 0.3 0.0 -0.2
N -0.8 2.6 -1.1
N -0.1 -1.1 -1.1
H 0.3 -0.3 -0.5
C 0.8 -1.2 -0.9
H -0.4 0.7 0.5
N -1.2 -0.4 0.1
H -0.1 0.0 -0.2
C 0.0 -1.1 -0.2